Density functional theory data (ωB97M-V/def2-TZVPD) for C16H21Cl2FO2V as an isolated structure in a non-equilibrium geometry.

```
43
Properties=species:S:1:pos:R:3:forces:R:3:mulliken_charge:R:1
V 0.67018 0.13733 -0.98008 -5.36 2.48 -0.55 0.38
Cl -0.71421 -1.26633 -2.13237 -0.33 -0.53 -0.66 -0.64
Cl -0.79103 2.03600 -1.06633 0.18 0.28 0.06 -0.67
F -6.85636 -1.45807 0.26881 -0.21 -0.16 -0.15 -0.40
O -1.55559 -2.27828 1.00086 0.57 0.43 0.24 -0.90
O -0.90823 0.13619 1.81130 1.10 -0.09 1.01 -0.60
C 2.53720 1.77134 1.35933 -0.33 0.07 -0.09 -1.69
C 2.36953 -0.29828 -3.35890 -0.13 -0.24 -0.40 -1.64
C 2.25279 0.80882 0.24121 1.12 -0.69 0.22 1.09
C -4.75194 -0.52823 0.89059 -0.21 -1.00 -0.80 -0.65
C -4.84655 -2.66221 -0.33432 -0.96 1.06 0.44 -0.53
C -3.48033 -2.78646 -0.25075 0.70 -0.01 0.75 -0.59
C -5.46967 -1.55728 0.27818 0.15 -0.25 -0.14 0.61
C 2.43347 -0.13579 -1.89362 -0.08 -0.90 0.77 0.65
C 2.07511 -0.59876 0.37970 2.71 -0.22 -0.08 0.27
C 2.09941 -2.64830 -1.17942 -0.08 -0.41 -0.12 -1.35
C 2.41181 1.10991 -1.17279 0.42 0.41 0.88 0.56
C 2.50459 2.48824 -1.72987 0.14 0.34 -0.23 -1.58
C 2.20553 -1.19287 -0.92290 1.61 0.07 1.23 0.80
C 2.08354 -1.37098 1.67262 -0.14 -0.24 -0.27 -1.91
C -2.70525 -1.92212 0.58615 -1.22 0.58 -0.15 0.41
C -3.38567 -0.66874 0.93786 0.62 -0.89 0.20 -0.50
H -0.96536 -0.85371 1.74077 -0.54 -0.22 -0.77 0.41
H 3.08697 -3.10955 -1.30499 0.07 -0.01 0.01 0.30
H 1.50817 -2.83271 -2.07960 0.02 -0.12 0.10 0.30
H 2.02979 2.51938 -2.72423 0.14 0.18 0.32 0.40
H 3.07768 -1.84590 1.79448 -0.36 0.16 0.05 0.30
H 1.37192 -0.67810 -3.61996 0.25 0.06 -0.27 0.25
H 2.52839 0.66194 -3.85653 0.09 -0.17 -0.11 0.40
H -2.93309 -3.63039 -0.65615 -0.20 -0.07 -0.12 0.31
H 1.59753 -3.14124 -0.33857 0.00 0.03 -0.26 0.34
H -2.82016 0.13937 1.34993 0.18 0.07 0.15 0.45
H 1.97515 2.71241 1.23237 0.16 -0.31 0.19 0.29
H 1.96073 3.19401 -1.08059 0.14 -0.25 -0.34 0.27
H 1.32708 -2.17601 1.64688 0.19 0.40 0.19 0.27
H 3.10925 -1.02801 -3.67533 0.28 -0.07 -0.47 0.33
H -5.44306 -3.41364 -0.84275 -0.09 0.13 -0.03 0.35
H 2.27677 1.31260 2.32555 0.04 0.35 -0.23 0.36
H 3.54836 2.83888 -1.83000 -0.16 -0.02 -0.03 0.27
H -5.22953 0.35852 1.30742 -0.06 -0.21 -0.25 0.36
H 1.91005 -0.71477 2.53827 -0.08 -0.30 -0.25 0.40
H 3.62045 2.01520 1.37131 -0.44 -0.08 0.04 0.28
H -0.38875 0.22234 2.61944 0.09 0.39 -0.09 0.26
```
Forces are in eV/Å.

Summary:
multiplicity	2
LUMO level (alpha / beta)	4.9818 / 4.9598	eV
DFT total energy	-74479.3085	eV
E_HOMO (alpha / beta)	-0.0094 / 0.0063	hartree
total charge	-2